Here is the molecule C21H17N3O4 from the Open Molecules 2025 dataset. Energies are from the ωB97M-V functional and the def2-TZVPD basis.

Computed properties:
* HOMO energy: -8.56 eV
* HOMO-LUMO gap: 0.314 Ha
* charge: 0
* lowest unoccupied orbital energy: -0.021 eV
* SMILES: N#Cc1ccccc1NC(=O)c1ccccc1OCC(=O)NCc1ccco1

The geometry in XYZ format:
```
45
C21H17N3O4 | the Open Molecules 2025 dataset | the ωB97M-V functional and the def2-TZVPD basis
N -4.791 -2.648 -0.219
C -4.563 -1.540 -0.022
C -4.242 -0.185 0.207
C -5.262 0.751 0.375
C -4.949 2.079 0.586
C -3.619 2.473 0.625
C -2.597 1.556 0.462
C -2.891 0.212 0.253
N -1.921 -0.769 0.072
C -0.563 -0.636 0.087
O 0.012 0.413 0.313
C 0.162 -1.890 -0.257
C -0.250 -2.680 -1.324
C 0.509 -3.760 -1.734
C 1.695 -4.049 -1.080
C 2.117 -3.283 -0.009
C 1.351 -2.206 0.426
O 1.622 -1.463 1.532
C 2.964 -1.228 1.899
C 3.700 -0.296 0.919
O 4.912 -0.256 0.874
N 2.873 0.436 0.165
C 3.332 1.447 -0.769
C 2.414 2.619 -0.710
C 2.300 3.640 0.188
C 1.171 4.395 -0.212
C 0.682 3.773 -1.318
O 1.426 2.699 -1.626
H -6.289 0.421 0.337
H -5.737 2.804 0.716
H -3.371 3.511 0.787
H -1.569 1.875 0.496
H -2.282 -1.704 -0.073
H -1.150 -2.425 -1.866
H 0.185 -4.363 -2.567
H 2.300 -4.882 -1.404
H 3.042 -3.528 0.486
H 2.911 -0.724 2.869
H 3.544 -2.147 2.024
H 1.865 0.390 0.313
H 4.355 1.718 -0.493
H 3.331 1.041 -1.788
H 2.941 3.830 1.024
H 0.783 5.274 0.260
H -0.153 3.991 -1.954
```

***

Here is a cluster of 4 separate species, C5H21N3O3 in total in a non-equilibrium geometry from the Open Molecules 2025 dataset. Energies are from the ωB97M-V functional and the def2-TZVPD basis.

Computed properties:
* HOMO energy (alpha / beta): -12.64 / -12.63 eV
* HOMO-LUMO gap (alpha / beta): 0.355 / 0.169 Ha
* charge: +1
* ⟨S²⟩: 0.7584
* 2S+1: 2
* lowest unoccupied orbital energy (alpha / beta): -2.976 / -8.044 eV

The geometry in XYZ format:
```
32
C5H21N3O3 | the Open Molecules 2025 dataset | the ωB97M-V functional and the def2-TZVPD basis
C -1.614 0.304 1.373
N -0.909 -0.183 2.591
C -0.466 -1.514 2.493
C -0.728 0.765 0.037
C -0.643 -0.269 -1.054
C -1.868 -0.788 -1.923
N -1.624 -2.181 -2.178
N -1.464 1.954 -0.592
H -2.270 -0.436 1.171
H -2.081 1.220 1.668
H -0.162 0.449 3.062
H 0.445 -1.624 1.849
H -0.237 -2.018 3.482
H -1.271 -2.085 1.953
H 0.357 1.115 0.302
H -0.085 -1.156 -0.699
H 0.036 0.237 -1.779
H -1.800 -0.340 -2.938
H -2.800 -0.397 -1.597
H -1.296 -2.681 -1.282
H -2.425 -2.657 -2.538
H -0.867 2.739 -0.799
H -2.320 2.253 -0.355
H 2.938 -0.337 -0.010
H 4.080 0.615 0.208
O 3.154 0.582 0.296
H 1.774 -1.338 1.033
H 1.398 -2.038 -0.314
O 2.168 -1.824 0.252
H 2.516 2.859 -2.064
H 2.686 2.424 -0.503
O 2.338 3.127 -1.068
```

***

Here is a structure of composition C21H43N2OOsP3S in a non-equilibrium geometry from the Open Molecules 2025 dataset. Energies are from the ωB97M-V functional and the def2-TZVPD basis.

Computed properties:
* HOMO energy (alpha / beta): -19.38 / -19.76 eV
* HOMO-LUMO gap (alpha / beta): 0.291 / 0.153 Ha
* charge: +4
* ⟨S²⟩: 6.0509
* 2S+1: 5
* lowest unoccupied orbital energy (alpha / beta): -11.460 / -15.593 eV

The geometry in XYZ format:
```
72
C21H43N2OOsP3S | the Open Molecules 2025 dataset | the ωB97M-V functional and the def2-TZVPD basis
Os -0.076 -0.242 0.201
P -1.627 -1.891 0.433
P 1.206 -0.852 1.964
P 1.316 -1.527 -1.139
H -0.975 4.863 -3.669
C -1.017 4.001 -4.343
C -2.063 3.161 -4.346
H -2.787 3.201 -3.506
C -3.194 -1.293 1.164
C -1.286 -3.404 1.434
C -2.148 -2.526 -1.192
C 2.647 0.174 2.443
C 0.202 -0.994 3.500
C 2.109 -2.479 2.018
C 0.989 -1.551 -2.946
C 1.444 -3.378 -1.089
C 3.091 -1.013 -1.219
H -0.190 3.946 -5.057
H -2.418 2.556 -5.207
H -3.582 -0.466 0.558
H -3.035 -0.926 2.186
H -3.923 -2.118 1.180
H -1.075 -3.146 2.480
H -0.436 -3.976 1.045
H -2.175 -4.054 1.418
H -2.210 -1.697 -1.902
H -3.139 -2.983 -1.092
H -1.453 -3.272 -1.581
H 3.312 -0.390 3.122
H 2.332 1.096 2.949
H 3.242 0.430 1.554
H 0.203 -2.047 3.832
H -0.841 -0.671 3.364
H 0.657 -0.394 4.302
H 3.138 -2.341 1.659
H 1.636 -3.263 1.419
H 2.170 -2.827 3.061
H 1.510 -2.381 -3.453
H 1.380 -0.602 -3.328
H -0.085 -1.641 -3.152
H 1.568 -3.739 -2.121
H 0.533 -3.841 -0.692
H 2.329 -3.684 -0.521
H 3.505 -1.263 -2.209
H 3.674 -1.535 -0.451
H 3.190 0.072 -1.076
C -0.933 1.347 -2.444
C 0.141 2.279 -2.242
C 1.200 2.276 -3.131
C 1.135 1.546 -4.336
C -0.031 0.825 -4.649
C -1.119 0.841 -3.792
O -1.549 0.785 -1.448
H 0.854 0.588 -0.935
H 0.137 2.948 -1.375
H 2.076 2.882 -2.880
H 2.015 1.497 -4.995
H -0.085 0.235 -5.575
H -2.042 0.310 -4.043
C -2.427 1.991 4.385
N -1.096 2.418 3.984
C -0.147 2.987 4.822
C 0.965 3.207 4.076
N 0.694 2.752 2.798
C -0.571 2.250 2.742
S -1.366 1.618 1.400
H -2.454 0.920 4.603
H -2.719 2.526 5.289
H -3.141 2.205 3.589
H -0.375 3.189 5.853
H 1.894 3.669 4.333
H 1.292 2.815 1.977
```

***

Q: Number 3 is which compound?
A: C21H43N2OOsP3S